No. 1
Molecular formula: C5H9N3
Method: DFT, the ωB97M-V functional and the def2-TZVPD basis

Summary:
- HOMO energy: -19.145 eV
- Charge: +2
- E_LUMO: -8.80 eV
- Kohn-Sham gap: 10.348 eV
- 2S+1: 1
- Energy relative to the best compared isomer or geometry (same formula, charge and spin): 370.0 kJ/mol
- F_max: 6.1 eV Å⁻¹
- SMILES: C=[N+]=NCCCC#[NH+]

```
17
C5H9N3, DFT the ωB97M-V functional and the def2-TZVPD basis
C -2.3965 0.7230 -0.0295
C -1.8067 -0.4355 -0.4555
C -0.7992 -1.1416 0.4880
C 0.6418 -1.1163 -0.0135
C 3.3112 1.2597 -0.0257
N 2.2865 0.6169 0.0490
N -3.0524 1.6867 0.1206
N 1.2273 0.1754 -0.1875
H -2.4507 -1.2727 -0.7645
H -1.4692 -0.3313 -1.4256
H -0.6965 -0.7188 1.5992
H -1.2016 -2.0873 0.6424
H 1.4102 -1.6540 0.6058
H 0.7472 -1.2911 -1.1541
H 3.5221 1.9727 0.7617
H 3.9435 1.0512 -0.8054
H -3.2172 2.5629 0.5948
```

Results of the natural (NBO) charge analysis, in e, for atoms 1 through 8:
1. C 0.71
2. C -0.64
3. C -0.39
4. C -0.26
5. C -0.04
6. N 0.11
7. N -0.37
8. N 0.04

No. 2
Molecular formula: C5H12N2
Method: DFT, the ωB97M-V functional and the def2-TZVPD basis

Summary:
- HOMO energy: -6.855 eV
- E_LUMO: 1.14 eV
- Kohn-Sham gap: 7.993 eV
- 2S+1: 1
- Energy relative to the best compared isomer or geometry (same formula, charge and spin): 291.3 kJ/mol
- F_max: 2.8 eV Å⁻¹

```
19
C5H12N2, DFT the ωB97M-V functional and the def2-TZVPD basis
C -0.7905 -0.1042 -1.1919
C 1.3089 0.2419 -1.0500
C 1.5744 1.1133 0.1459
C -1.2964 -0.1914 0.1337
N -2.1969 0.8066 0.5737
N 0.3200 -1.8600 0.6339
C -0.6825 -1.0317 1.0443
H -3.0246 0.8827 -0.0006
H -2.4287 0.7399 1.5549
H 0.9235 -1.3629 -0.1162
H 0.8801 -2.2365 1.3891
H -1.1659 0.7286 -1.7782
H -0.6829 -1.0476 -1.7125
H -0.9548 -1.0215 2.0923
H 2.0683 -0.5185 -1.2342
H 1.2666 0.7962 -1.9823
H 2.2706 0.6632 0.8579
H 0.6905 1.2934 0.7792
H 1.9204 2.1086 -0.1389
```

Results of the natural (NBO) charge analysis, in e, for atoms 1 through 8:
1. C -0.37
2. C -0.46
3. C -0.66
4. C 0.01
5. N -0.83
6. N -0.82
7. C -0.04
8. H 0.36

No. 3
Molecular formula: C7H6N2O3
Method: DFT, the ωB97M-V functional and the def2-TZVPD basis

Summary:
- HOMO energy (spin up / spin down): -8.954 / -8.869 eV
- E_LUMO (spin up / spin down): -1.85 / -2.48 eV
- Kohn-Sham gap (spin up / spin down): 7.106 / 6.393 eV
- 2S+1: 1
- Energy relative to the best compared isomer or geometry (same formula, charge and spin): 725.3 kJ/mol
- F_max: 6.4 eV Å⁻¹

```
18
C7H6N2O3, DFT the ωB97M-V functional and the def2-TZVPD basis
C -0.9348 1.8569 -0.0058
C 0.4059 2.0519 0.0943
C 0.4235 -0.3683 0.0578
C -1.2941 0.5135 0.0169
C 1.2001 0.8270 -0.0233
C 2.5472 0.6896 -0.1813
C 0.7437 -1.7621 0.0336
N -0.3569 -2.5930 0.1297
N -2.5907 0.0414 -0.0086
O -3.5484 0.8241 -0.0178
O 1.9386 -2.0792 -0.0716
O -2.6799 -1.1915 -0.1071
H -1.5264 2.7420 -0.0258
H 1.0222 2.8663 0.2767
H 2.9873 -0.3978 -0.1576
H 3.0765 1.6237 -0.2452
H -1.1939 -2.1222 -0.1292
H -0.2197 -3.5223 0.3641
```

Results of the natural (NBO) charge analysis, in e, for atoms 1 through 8:
1. C -0.27
2. C -0.11
3. C 0.08
4. C 0.14
5. C -0.21
6. C -0.20
7. C 0.55
8. N -0.80